The following is a quantum chemistry calculation of a 4-piece molecular cluster, C18H46FO9P2S overall, from the OMol25 dataset.

```
77
Properties=species:S:1:pos:R:3:mulliken_charge:R:1
C 5.3089 -2.5586 2.6950 -1.041
C 5.1035 -1.1277 2.2285 0.020
O 4.8657 -1.0251 0.8284 -0.499
C 3.6212 -1.5165 0.3702 -0.777
C 2.4221 -0.6317 0.7431 -1.086
C 1.4644 -1.1759 1.8101 1.131
S 0.2082 0.2566 2.0688 1.128
O 0.1401 1.1111 0.9191 -0.480
O -0.9668 -0.0948 2.7906 -0.640
F 1.1006 1.0900 3.1018 -0.285
O 2.0431 -1.4564 2.9868 -0.491
P 1.2132 -2.8298 3.9472 -0.403
O 0.0649 -2.9333 2.5460 -0.420
C 0.6871 -2.4586 1.4202 -0.116
P -0.4073 -2.4413 -0.0225 0.374
O -1.4802 -1.4355 -0.1879 -0.549
H 5.6572 -2.5551 3.7310 0.382
H 6.0575 -3.0553 2.0718 0.320
H 4.3832 -3.1345 2.6748 0.151
H 4.2807 -0.6705 2.7868 0.034
H 6.0070 -0.5378 2.3964 0.410
H 3.7238 -1.5198 -0.7168 0.318
H 3.4716 -2.5560 0.6845 0.337
H 1.8323 -0.4087 -0.1494 0.325
H 2.8231 0.3257 1.0871 0.575
H 0.5467 -3.9049 4.6215 0.044
H 2.0354 -3.7407 3.1771 -0.073
H 2.2247 -2.6823 4.9499 0.067
H 0.3819 -1.8309 4.5252 -0.083
H 1.4824 -3.1618 1.0763 0.247
H -0.8307 -3.7862 -0.0300 0.034
H 0.5446 -2.4477 -1.0712 -0.007
C -0.0544 5.4991 -1.6919 -0.727
C 1.2252 5.9357 -0.9982 -0.421
O 1.0240 6.5058 0.2827 -0.459
C 0.3037 5.6734 1.1881 -0.539
C 0.8610 4.2701 1.3196 -0.423
H -0.7605 6.3275 -1.7717 0.310
H 0.1759 5.1404 -2.6968 0.227
H -0.5419 4.6846 -1.1559 0.188
H 1.7301 6.7077 -1.5806 0.393
H 1.9101 5.0828 -0.9291 0.293
H -0.7495 5.6237 0.8867 0.302
H 0.3388 6.2001 2.1419 0.396
H 0.7670 3.7015 0.3953 -0.097
H 0.3107 3.7144 2.0780 0.307
H 1.9142 4.2891 1.6053 0.311
C -0.2863 1.7310 -3.0348 -0.786
C 0.7582 2.2074 -4.0270 -0.344
O 0.9571 1.3368 -5.1321 -0.458
C -0.1880 1.0833 -5.9232 -0.312
C -0.7828 2.3242 -6.5690 -1.039
H -0.0636 0.7213 -2.6888 0.380
H -0.2954 2.3890 -2.1658 0.071
H -1.2913 1.7345 -3.4600 0.316
H 1.7339 2.2651 -3.5440 0.295
H 0.5135 3.2172 -4.3797 0.275
H -0.9538 0.5594 -5.3399 0.285
H 0.1560 0.3929 -6.6945 0.351
H -1.2134 3.0037 -5.8325 0.262
H -1.5802 2.0343 -7.2553 0.397
H -0.0202 2.8651 -7.1317 0.272
C -4.4698 -1.7806 1.0073 -0.789
C -5.8246 -2.4159 0.7665 -0.487
O -5.8001 -3.5258 -0.1260 -0.442
C -4.8988 -4.5604 0.2215 -0.027
C -5.1764 -5.1984 1.5727 -1.084
H -3.9782 -1.5097 0.0744 0.282
H -4.5830 -0.8773 1.6086 0.461
H -3.7919 -2.4379 1.5528 0.107
H -6.5033 -1.7054 0.2923 0.357
H -6.2835 -2.7103 1.7192 0.288
H -3.8651 -4.1990 0.1847 0.025
H -5.0106 -5.3034 -0.5700 0.365
H -4.9919 -4.5068 2.3952 0.268
H -4.5190 -6.0577 1.7142 0.407
H -6.2122 -5.5385 1.6306 0.296
```

Electronic energy   -2571.300343 a.u.
Charge   -1
Gap between HOMO and LUMO   8.07 eV

---

The following is a quantum chemistry calculation of a 5-piece molecular cluster, C25H35BrN4O3 overall at a distorted geometry, from the OMol25 dataset.

```
68
Properties=species:S:1:pos:R:3:nbo_charge:R:1
C -2.7482 -0.3585 1.3360 -0.657
C -3.3840 0.9162 0.9187 0.002
C -2.7155 2.0497 0.6880 -0.060
C -1.2329 2.1460 0.8262 -0.564
C -0.6326 1.6699 -0.4924 0.522
O -1.0460 2.0847 -1.5468 -0.519
Br 0.8022 0.3696 -0.4494 0.012
C -3.4398 3.2660 0.2551 0.509
O -3.0241 4.3791 0.5032 -0.509
C -4.6884 3.0509 -0.5087 -0.226
C -5.3593 1.9343 -0.2767 -0.230
C -4.8543 0.9607 0.7169 0.518
O -5.6134 0.2339 1.3227 -0.512
H -3.3646 -1.2089 1.1001 0.259
H -1.7928 -0.4913 0.8567 0.229
H -2.5804 -0.2948 2.4081 0.230
H -0.8613 1.5933 1.6762 0.250
H -0.9359 3.1830 0.9235 0.278
H -5.0071 3.7791 -1.2273 0.234
H -6.2702 1.7104 -0.7982 0.230
C 2.6641 5.7139 0.1928 -0.614
C 3.1800 4.7112 -0.8334 -0.380
C 2.5489 3.3232 -0.6796 -0.515
C 2.8514 2.7587 0.6410 0.303
N 3.1040 2.3248 1.6728 -0.355
H 2.9114 5.4062 1.2096 0.216
H 3.1130 6.6932 0.0292 0.218
H 1.5800 5.8244 0.1231 0.206
H 4.2649 4.6295 -0.7460 0.209
H 2.9670 5.0801 -1.8380 0.210
H 2.9305 2.6436 -1.4407 0.256
H 1.4678 3.3845 -0.7981 0.241
C 3.8112 -1.4456 -3.7020 -0.614
C 3.1998 -2.8308 -3.8802 -0.379
C 1.8965 -3.0108 -3.0939 -0.513
C 2.1249 -2.8375 -1.6584 0.307
N 2.3187 -2.7006 -0.5357 -0.355
H 4.0845 -1.2620 -2.6619 0.217
H 4.7172 -1.3485 -4.2995 0.219
H 3.1141 -0.6658 -4.0155 0.203
H 3.9215 -3.5873 -3.5675 0.211
H 2.9946 -3.0026 -4.9381 0.209
H 1.4838 -4.0060 -3.2583 0.250
H 1.1516 -2.2809 -3.4143 0.248
C 5.6202 -1.8367 4.3155 -0.613
C 5.2701 -0.6421 3.4347 -0.378
C 5.1409 -1.0113 1.9536 -0.517
C 6.4027 -1.5495 1.4368 0.299
N 7.3936 -1.9644 1.0321 -0.355
H 6.5898 -2.2593 4.0483 0.214
H 5.6713 -1.5370 5.3624 0.213
H 4.8688 -2.6235 4.2260 0.203
H 6.0329 0.1294 3.5524 0.206
H 4.3254 -0.2103 3.7669 0.216
H 4.8735 -0.1310 1.3689 0.257
H 4.3589 -1.7586 1.8107 0.255
C -7.2779 -2.6901 0.6364 -0.620
C -7.0054 -3.5600 -0.5847 -0.378
C -5.5494 -4.0311 -0.6718 -0.511
C -4.6181 -2.9026 -0.7784 0.320
N -3.8671 -2.0379 -0.8649 -0.372
H -6.6951 -1.7711 0.6157 0.234
H -8.3295 -2.4068 0.6750 0.217
H -7.0388 -3.2235 1.5586 0.203
H -7.2631 -3.0074 -1.4902 0.206
H -7.6509 -4.4395 -0.5528 0.208
H -5.4077 -4.6658 -1.5466 0.250
H -5.2842 -4.6131 0.2117 0.246
```

SMILES   CC1=C(CC(=O)Br)C(=O)C=CC1=O.CCCC#N.CCCC#N.CCCC#N.CCCC#N
Electronic energy   -3992.321133 a.u.
Gap between HOMO and LUMO   8.92 eV